Entry from the OMol25 dataset: a molecular structure, C13H6BBrCl5F4IrNS3 (ωB97M-V/def2-TZVPD).

Atoms and positions in Å:
1 Ir -0.281 0.924 -1.132
2 Cl 2.827 0.157 -0.911
3 C 1.923 -0.993 -1.862
4 C 0.578 -0.742 -2.092
5 C -0.126 -1.639 -2.882
6 Cl -1.805 -1.374 -3.181
7 C 0.497 -2.760 -3.429
8 Cl -0.389 -3.855 -4.412
9 C 1.847 -2.995 -3.169
10 Cl 2.624 -4.379 -3.826
11 C 2.572 -2.105 -2.380
12 Cl 4.240 -2.377 -2.062
13 C 0.894 -1.038 3.788
14 C 0.510 0.235 3.086
15 C 0.190 1.405 3.756
16 C -0.200 2.531 3.054
17 C -0.265 2.460 1.678
18 Br -0.857 3.961 0.719
19 N 0.054 1.353 1.011
20 C 0.423 0.267 1.709
21 H 0.889 -0.904 4.868
22 H 1.890 -1.367 3.489
23 H 0.191 -1.835 3.541
24 H 0.227 1.437 4.838
25 H -0.472 3.447 3.555
26 H 0.629 -0.622 1.129
27 S -1.426 4.100 -4.202
28 C -1.015 3.013 -2.982
29 S -2.180 2.058 -2.195
30 S 0.605 2.859 -2.486
31 F -3.595 -1.419 0.969
32 B -2.980 -0.242 0.626
33 F -1.686 -0.603 -0.033
34 F -3.679 0.507 -0.319
35 F -2.655 0.537 1.741

- Max |F|: 0.879 eV Å⁻¹
- Total energy: -7152.0335 Eh
- LUMO (spin up / spin down): -0.95 / -3.66 eV
- Multiplicity: 6
- ⟨S²⟩: 8.77

Results of the natural (NBO) charge analysis, in e, for atoms 1 through 2:
1 Ir 1.2510
2 Cl 0.0222

Entry from the OMol25 dataset: 20 unconnected molecules or ions with the total composition C32H40Cl57FN2O2 in a non-equilibrium geometry (ωB97M-V/def2-TZVPD).

Atoms and positions in Å:
1 C -0.148 2.420 6.115
2 C -0.244 0.863 6.343
3 C -0.572 0.156 4.980
4 O 0.443 -0.710 4.484
5 C 1.708 -0.097 4.446
6 C 2.540 -0.525 3.183
7 C 3.988 -0.242 3.602
8 N 5.050 -0.011 3.864
9 C 2.514 -2.059 2.897
10 C 1.217 -2.612 2.272
11 F 0.548 -3.348 3.282
12 C 2.276 0.386 1.930
13 C 3.080 1.675 2.134
14 N 3.480 2.683 2.403
15 C 0.788 0.746 1.657
16 C 0.648 2.180 1.088
17 C -0.787 2.410 0.457
18 O -1.715 2.459 1.548
19 H -1.074 2.896 6.468
20 H 0.688 2.824 6.719
21 H 0.050 2.690 5.063
22 H -1.099 0.677 7.014
23 H 0.657 0.478 6.846
24 H -0.891 0.938 4.261
25 H -1.461 -0.481 5.151
26 H 2.334 -0.305 5.337
27 H 1.609 1.009 4.379
28 H 2.820 -2.607 3.806
29 H 3.330 -2.248 2.166
30 H 0.494 -1.854 1.937
31 H 1.387 -3.344 1.463
32 H 2.702 -0.065 1.011
33 H 0.120 0.683 2.527
34 H 0.391 0.027 0.910
35 H 0.753 2.917 1.925
36 H 1.353 2.388 0.261
37 H -0.775 3.397 -0.036
38 H -0.981 1.588 -0.249
39 H -2.321 1.711 1.472
40 C -2.985 2.566 9.188
41 Cl -3.757 1.609 7.917
42 Cl -1.228 2.533 9.009
43 Cl -3.582 4.226 9.164
44 H -3.238 2.126 10.145
45 C 1.883 6.179 2.795
46 Cl 2.415 7.041 1.343
47 Cl 2.411 7.030 4.248
48 Cl 0.118 5.985 2.803
49 H 2.338 5.193 2.791
50 C 0.333 -3.103 -1.559
51 Cl -0.532 -1.622 -1.157
52 Cl 2.070 -2.881 -1.333
53 Cl -0.254 -4.453 -0.586
54 H 0.151 -3.328 -2.603
55 C 0.834 2.457 -3.159
56 Cl -0.634 2.318 -4.135
57 Cl 0.819 3.964 -2.235
58 Cl 0.999 1.082 -2.067
59 H 1.690 2.467 -3.825
60 C 2.938 -6.584 -3.036
61 Cl 3.398 -5.730 -4.514
62 Cl 3.494 -5.702 -1.609
63 Cl 1.187 -6.823 -2.976
64 H 3.415 -7.557 -3.042
65 C -1.166 9.655 1.931
66 Cl -0.640 10.508 0.477
67 Cl -0.627 10.504 3.382
68 Cl -2.924 9.465 1.938
69 H -0.718 8.667 1.927
70 C -4.029 -2.739 -3.619
71 Cl -3.891 -2.031 -2.007
72 Cl -4.567 -1.526 -4.785
73 Cl -2.485 -3.440 -4.126
74 H -4.768 -3.528 -3.584
75 C -0.720 6.196 -5.032
76 Cl -0.529 7.565 -3.933
77 Cl -2.178 6.379 -6.012
78 Cl 0.703 6.020 -6.063
79 H -0.821 5.294 -4.437
80 C 5.024 1.015 -2.133
81 Cl 4.479 -0.388 -1.206
82 Cl 4.687 0.784 -3.851
83 Cl 4.260 2.492 -1.538
84 H 6.096 1.112 -2.004
85 C -4.616 1.822 -1.457
86 Cl -4.419 0.512 -0.284
87 Cl -5.643 3.097 -0.800
88 Cl -3.044 2.470 -1.938
89 H -5.099 1.414 -2.338
90 C -7.638 -5.059 -3.924
91 Cl -7.514 -3.727 -2.768
92 Cl -9.097 -4.902 -4.903
93 Cl -6.199 -5.132 -4.946
94 H -7.696 -5.989 -3.367
95 C -2.053 13.065 -1.840
96 Cl -1.910 13.802 -0.243
97 Cl -2.585 14.259 -3.028
98 Cl -0.520 12.337 -2.336
99 H -2.800 12.281 -1.788
100 C 8.216 0.046 6.008
101 Cl 9.223 1.464 5.700
102 Cl 8.607 -1.253 4.881
103 Cl 8.403 -0.499 7.679
104 H 7.179 0.325 5.854
105 C 6.840 -1.121 -6.555
106 Cl 8.250 -0.979 -5.502
107 Cl 5.666 -2.250 -5.874
108 Cl 6.099 0.464 -6.816
109 H 7.167 -1.505 -7.514
110 C -2.145 -7.721 0.513
111 Cl -1.948 -6.337 1.593
112 Cl -3.641 -7.574 -0.419
113 Cl -0.749 -7.872 -0.562
114 H -2.207 -8.620 1.118
115 C -4.239 -11.190 2.426
116 Cl -5.590 -10.053 2.483
117 Cl -4.252 -12.103 0.918
118 Cl -2.703 -10.337 2.629
119 H -4.349 -11.887 3.249
120 C -8.331 -8.708 -0.682
121 Cl -9.816 -8.892 0.252
122 Cl -8.184 -9.992 -1.882
123 Cl -8.276 -7.119 -1.457
124 H -7.490 -8.779 -0.004
125 C -2.930 -5.697 -7.823
126 Cl -2.717 -7.008 -6.658
127 Cl -3.999 -4.454 -7.167
128 Cl -1.370 -5.002 -8.270
129 H -3.390 -6.105 -8.715
130 C 7.751 3.878 -7.080
131 Cl 7.937 4.635 -5.496
132 Cl 7.131 5.040 -8.257
133 Cl 9.287 3.198 -7.628
134 H 7.034 3.070 -6.989

- Max |F|: 5.646 eV Å⁻¹
- Total energy: -27833.9567 Eh
- LUMO: 0.01 eV
- Multiplicity: 1

Results of the Löwdin charge analysis, in e, for atoms 1 through 2:
1 C -0.1477
2 C -0.2218

What did the first record say?
Entry from the OMol25 dataset: a molecular structure, C13H6BBrCl5F4IrNS3 (ωB97M-V/def2-TZVPD).

Atoms and positions in Å:
1 Ir -0.281 0.924 -1.132
2 Cl 2.827 0.157 -0.911
3 C 1.923 -0.993 -1.862
4 C 0.578 -0.742 -2.092
5 C -0.126 -1.639 -2.882
6 Cl -1.805 -1.374 -3.181
7 C 0.497 -2.760 -3.429
8 Cl -0.389 -3.855 -4.412
9 C 1.847 -2.995 -3.169
10 Cl 2.624 -4.379 -3.826
11 C 2.572 -2.105 -2.380
12 Cl 4.240 -2.377 -2.062
13 C 0.894 -1.038 3.788
14 C 0.510 0.235 3.086
15 C 0.190 1.405 3.756
16 C -0.200 2.531 3.054
17 C -0.265 2.460 1.678
18 Br -0.857 3.961 0.719
19 N 0.054 1.353 1.011
20 C 0.423 0.267 1.709
21 H 0.889 -0.904 4.868
22 H 1.890 -1.367 3.489
23 H 0.191 -1.835 3.541
24 H 0.227 1.437 4.838
25 H -0.472 3.447 3.555
26 H 0.629 -0.622 1.129
27 S -1.426 4.100 -4.202
28 C -1.015 3.013 -2.982
29 S -2.180 2.058 -2.195
30 S 0.605 2.859 -2.486
31 F -3.595 -1.419 0.969
32 B -2.980 -0.242 0.626
33 F -1.686 -0.603 -0.033
34 F -3.679 0.507 -0.319
35 F -2.655 0.537 1.741

- Max |F|: 0.879 eV Å⁻¹
- Total energy: -7152.0335 Eh
- LUMO (spin up / spin down): -0.95 / -3.66 eV
- Multiplicity: 6
- ⟨S²⟩: 8.77

Results of the natural (NBO) charge analysis, in e, for atoms 1 through 2:
1 Ir 1.2510
2 Cl 0.0222